[1]
Entry from the OMol25 dataset: a 7-piece molecular cluster, C3H19NO7 overall at a distorted geometry (ωB97M-V/def2-TZVPD).

Calculated values
SMILES = CNCC=O.O.O.O.O.O.O
E = -19239.6555 eV
ΔE to the lowest compared entry with this formula, charge and spin = 3.252 eV
HOMO level = -9.4 eV
M = 181.19 g mol⁻¹

Bonds (Å) are listed after each position.
Element x y z (Å)
1 C -0.588 0.919 -2.119  N2 1.451, H6 1.155, H7 1.063, H8 1.136
2 N 0.022 -0.042 -1.218  C1 1.451, C3 1.469, H9 1.045
3 C 1.264 -0.688 -1.666  N2 1.469, C4 1.499, H10 1.040, H11 1.146
4 C 2.587 -0.169 -1.191  C3 1.499, O5 1.243, H12 1.084
5 O 2.599 0.740 -0.344  C4 1.243
6 H -0.016 1.909 -2.282  C1 1.155
7 H -0.545 0.787 -3.173  C1 1.063
8 H -1.628 1.180 -1.742  C1 1.136
9 H 0.107 0.479 -0.316  N2 1.045
10 H 1.234 -1.000 -2.658  C3 1.040
11 H 1.183 -1.778 -1.322  C3 1.146
12 H 3.561 -0.606 -1.383  C4 1.084
13 H -3.038 -0.754 -0.947  O15 0.929
14 H -4.031 -0.623 0.139  O15 0.987
15 O -3.642 -1.284 -0.481  H13 0.929, H14 0.987
16 H 1.528 2.020 0.127  O18 0.960
17 H 1.051 3.512 0.361  O18 0.894
18 O 0.917 2.643 0.527  H16 0.960, H17 0.894
19 H 1.262 -1.224 0.877  O21 0.973
20 H 0.898 -2.644 1.233  O21 0.980
21 O 1.446 -2.137 0.598  H19 0.973, H20 0.980
22 H -1.050 -1.767 1.662  O24 0.909
23 H -1.000 -2.886 0.686  O24 0.943
24 O -0.963 -2.670 1.603  H22 0.909, H23 0.943
25 H -2.347 1.707 -0.260  O27 0.996
26 H -3.275 2.285 0.866  O27 1.055
27 O -2.971 1.370 0.439  H25 0.996, H26 1.055
28 H -0.043 0.917 3.147  O30 0.930
29 H 0.693 1.507 2.055  O30 0.957
30 O 0.828 0.950 2.821  H28 0.930, H29 0.957



[2]
Entry from the OMol25 dataset: a 7-piece molecular cluster, C3H20O7 overall at a distorted geometry (ωB97M-V/def2-TZVPD).

Calculated values
SMILES = CC(C)O.O.O.O.O.O.O
E = -17768.0826 eV
ΔE to the lowest compared entry with this formula, charge and spin = 0.519 eV
HOMO level = -10.3 eV
M = 168.19 g mol⁻¹

Bonds (Å) are listed after each position.
Element x y z (Å)
1 C -2.000 -0.252 0.116  C2 1.526, H5 1.094, H6 1.093, H7 1.094
2 C -2.739 0.508 -0.980  C1 1.526, C3 1.518, O4 1.423, H8 1.099
3 C -3.248 1.870 -0.542  C2 1.518, H9 1.088, H10 1.099, H11 1.088
4 O -1.990 0.763 -2.163  C2 1.423, H12 0.962
5 H -1.215 0.306 0.636  C1 1.094
6 H -1.545 -1.203 -0.172  C1 1.093
7 H -2.706 -0.488 0.917  C1 1.094
8 H -3.628 -0.090 -1.226  C2 1.099
9 H -3.770 2.371 -1.355  C3 1.088
10 H -2.376 2.531 -0.434  C3 1.099
11 H -3.698 1.843 0.447  C3 1.088
12 H -1.694 -0.098 -2.473  O4 0.962
13 O 0.933 -0.376 -1.712  H14 0.965, H15 0.960
14 H 1.573 -0.051 -2.357  O13 0.965
15 H 0.180 -0.656 -2.237  O13 0.960
16 O 3.961 -1.665 0.490  H17 0.964, H18 0.980
17 H 4.071 -2.069 1.358  O16 0.964
18 H 3.493 -0.823 0.671  O16 0.980
19 O 1.685 -3.323 -0.419  H20 0.974, H21 0.959
20 H 2.283 -2.742 0.085  O19 0.974
21 H 1.199 -2.721 -0.986  O19 0.959
22 O 1.663 2.838 1.053  H23 0.964, H24 0.964
23 H 2.073 3.269 0.293  O22 0.964
24 H 0.878 3.364 1.242  O22 0.964
25 O 0.727 -1.589 2.773  H26 0.962, H27 0.989
26 H -0.201 -1.740 2.567  O25 0.962
27 H 0.974 -0.769 2.280  O25 0.989
28 O 1.831 0.072 0.989  H29 0.983, H30 0.976
29 H 1.729 1.047 1.067  O28 0.983
30 H 1.560 -0.127 0.073  O28 0.976



[3]
Entry from the OMol25 dataset: a 8-piece molecular cluster, C3H22N6O8 overall at a distorted geometry (ωB97M-V/def2-TZVPD).

Calculated values
SMILES = NC(N)=O.NC(N)=O.NC(N)=O.O.O.O.O.O
E = -28792.3437 eV
ΔE to the lowest compared entry with this formula, charge and spin = 0.000 eV
HOMO level = -9.9 eV
M = 270.24 g mol⁻¹

Bonds (Å) are listed after each position.
Element x y z (Å)
1 O 1.182 0.270 -4.921  H2 0.985, H3 0.945
2 H 1.099 1.165 -4.521  O1 0.985
3 H 0.530 0.152 -5.596  O1 0.945
4 O -0.237 -2.906 0.484  H5 0.980, H6 0.954
5 H 0.312 -2.280 -0.031  O4 0.980
6 H -1.142 -2.815 0.195  O4 0.954
7 O 0.795 -1.134 4.869  H8 1.001, H9 0.985
8 H 0.877 -0.905 3.898  O7 1.001
9 H 1.231 -0.426 5.397  O7 0.985
10 O 1.445 2.785 -3.452  H11 1.001, H12 0.943
11 H 1.136 2.852 -2.502  O10 1.001
12 H 1.384 3.670 -3.771  O10 0.943
13 O 1.200 -0.411 1.837  H14 0.940, H15 0.994
14 H 1.340 -1.273 1.489  O13 0.940
15 H 1.737 0.143 1.211  O13 0.994
16 C -2.500 -0.738 2.734  O17 1.234, N18 1.373, N19 1.371
17 O -3.173 -0.585 1.711  C16 1.234
18 N -2.716 -0.063 3.911  C16 1.373, H20 1.005, H21 1.011
19 N -1.432 -1.588 2.852  C16 1.371, H22 0.957, H23 0.999
20 H -3.198 0.812 3.803  N18 1.005
21 H -1.938 -0.013 4.554  N18 1.011
22 H -1.145 -2.212 2.185  N19 0.957
23 H -1.179 -1.605 3.818  N19 0.999
24 C -0.678 2.265 -0.263  O25 1.209, N26 1.308, N27 1.373
25 O 0.454 2.550 -0.576  C24 1.209
26 N -1.756 2.815 -0.761  C24 1.308, H28 0.919, H29 0.987
27 N -0.984 1.258 0.619  C24 1.373, H30 1.008, H31 1.030
28 H -2.626 2.556 -0.616  N26 0.919
29 H -1.565 3.340 -1.575  N26 0.987
30 H -0.224 0.761 1.057  N27 1.008
31 H -1.949 0.901 0.687  N27 1.030
32 C 1.745 -1.309 -1.891  O33 1.273, N34 1.294, N35 1.364
33 O 1.905 -1.655 -0.677  C32 1.273
34 N 0.611 -0.847 -2.310  C32 1.294, H36 0.988, H37 1.013
35 N 2.740 -1.437 -2.814  C32 1.364, H38 0.981, H39 1.059
36 H 0.009 -0.560 -1.582  N34 0.988
37 H 0.446 -0.594 -3.277  N34 1.013
38 H 2.675 -0.936 -3.655  N35 0.981
39 H 3.588 -2.001 -2.522  N35 1.059



[4]
Entry from the OMol25 dataset: a 9-piece molecular cluster, C3H22O11 overall at a distorted geometry (ωB97M-V/def2-TZVPD).

Calculated values
SMILES = O=C(O)CCO.O.O.O.O.O.O.O.O
E = -25990.5584 eV
ΔE to the lowest compared entry with this formula, charge and spin = 0.000 eV
HOMO level = -10.3 eV
M = 234.20 g mol⁻¹

Bonds (Å) are listed after each position.
Element x y z (Å)
1 O 0.203 2.848 0.624  C2 1.208
2 C 0.945 1.940 0.913  O1 1.208, O3 1.345, C4 1.478
3 O 0.453 0.689 0.975  C2 1.345, H23 1.023
4 C 2.316 2.033 1.454  C2 1.478, C5 1.526, H8 1.098, H9 1.122
5 C 3.311 2.088 0.297  C4 1.526, O6 1.418, H10 1.084, H11 1.115
6 O 4.225 1.005 0.244  C5 1.418, H12 0.962
7 H -4.032 -1.573 -1.398  O21 0.962
8 H 2.633 1.216 2.115  C4 1.098
9 H 2.368 2.930 2.126  C4 1.122
10 H 3.996 2.921 0.196  C5 1.084
11 H 2.709 2.081 -0.641  C5 1.115
12 H 3.795 0.148 0.158  O6 0.962
13 H 0.499 -2.345 -0.930  O15 0.969
14 H 0.749 -1.833 1.982  O24 0.979
15 O 0.388 -1.758 -0.166  H13 0.969, H20 0.963
16 H -0.656 -0.032 -3.720  O18 0.958
17 H -0.526 -0.691 -2.330  O18 0.963
18 O -0.069 -0.546 -3.165  H16 0.958, H17 0.963
19 H -3.246 -0.557 -0.571  O21 0.965
20 H -0.313 -1.097 -0.163  O15 0.963
21 O -3.551 -1.472 -0.571  H7 0.962, H19 0.965
22 H 0.071 -1.278 3.119  O24 0.974
23 H 0.853 0.091 1.703  O3 1.023
24 O 0.887 -1.101 2.617  H14 0.979, H22 0.974
25 H -1.948 -3.098 2.332  O27 0.961
26 H -1.822 -2.374 0.954  O27 0.963
27 O -1.990 -2.244 1.894  H25 0.961, H26 0.963
28 H -2.610 1.776 -2.097  O30 0.963
29 H -1.519 1.138 -1.281  O30 0.972
30 O -2.159 0.932 -1.982  H28 0.963, H29 0.972
31 H 0.815 -4.374 -2.234  O33 0.959
32 H 0.036 -3.308 -3.068  O33 0.961
33 O 0.404 -3.508 -2.202  H31 0.959, H32 0.961
34 H -2.330 2.479 1.315  O36 0.972
35 H -2.081 3.767 0.757  O36 0.979
36 O -2.804 3.107 0.745  H34 0.972, H35 0.979



[5]
Entry from the OMol25 dataset: a 8-piece molecular cluster, C3H23N2O7 overall at a distorted geometry (ωB97M-V/def2-TZVPD).

Calculated values
E = -20789.9142 eV
ΔE to the lowest compared entry with this formula, charge and spin = 1.003 eV
HOMO level = -11.4 eV
M = 199.22 g mol⁻¹
Charge = +1

Bonds (Å) are listed after each position.
Element x y z (Å)
1 C -1.837 -2.101 -0.273  C2 1.526, H6 1.139, H7 0.981, H8 1.162
2 C -0.396 -1.612 -0.146  C1 1.526, C3 1.420, N5 1.557
3 C 0.797 -2.177 -0.669  C2 1.420, N4 1.437, H9 1.157
4 N 0.764 -3.424 -1.382  C3 1.437, H10 0.980, H11 0.972
5 N 0.031 -0.489 0.844  C2 1.557, H12 1.052, H13 1.041, H14 1.044
6 H -2.021 -2.623 0.722  C1 1.139
7 H -1.882 -2.703 -1.045  C1 0.981
8 H -2.483 -1.156 -0.470  C1 1.162
9 H 1.824 -1.893 -0.217  C3 1.157
10 H 0.063 -3.590 -2.047  N4 0.980
11 H 1.546 -4.001 -1.337  N4 0.972
12 H -0.618 -0.265 1.641  N5 1.052
13 H 0.239 0.415 0.372  N5 1.041
14 H 0.980 -0.691 1.227  N5 1.044
15 H 2.959 -0.157 1.834  O17 0.945
16 H 2.257 0.112 3.213  O17 0.924
17 O 2.333 -0.447 2.481  H15 0.945, H16 0.924
18 H -2.456 3.863 -0.364  O20 0.997
19 H -3.078 2.549 -0.011  O20 0.944
20 O -2.228 2.959 -0.011  H18 0.997, H19 0.944
21 H 2.896 -0.015 -0.426  O23 0.973
22 H 4.350 -0.029 -0.299  O23 0.975
23 O 3.570 -0.366 0.180  H21 0.973, H22 0.975
24 H -0.767 1.989 -0.705  O26 0.936
25 H 0.575 2.618 -0.223  O26 1.013
26 O 0.139 1.782 -0.594  H24 0.936, H25 1.013
27 H -1.539 2.102 3.147  O29 0.993
28 H -1.335 2.032 1.566  O29 0.955
29 O -0.945 1.805 2.408  H27 0.993, H28 0.955
30 H -4.239 2.357 -1.768  O32 0.993
31 H -4.061 0.829 -1.170  O32 0.974
32 O -4.311 1.752 -0.984  H30 0.993, H31 0.974
33 H 2.307 0.789 -2.768  O35 1.029
34 H 1.455 0.235 -1.574  O35 0.943
35 O 2.201 0.011 -2.104  H33 1.029, H34 0.943



[6]
Entry from the OMol25 dataset: a 8-piece molecular cluster, C3H24N2O7 overall (ωB97M-V/def2-TZVPD).

Calculated values
SMILES = C[C@H](N)CN.O.O.O.O.O.O.O
E = -20814.7011 eV
ΔE to the lowest compared entry with this formula, charge and spin = 0.395 eV
HOMO level = -9.8 eV
M = 200.23 g mol⁻¹

Bonds (Å) are listed after each position.
Element x y z (Å)
1 N 0.488 0.197 1.241  C2 1.473, H6 1.013, H7 1.023
2 C -0.503 0.419 0.174  N1 1.473, C3 1.522, C4 1.529, H8 1.087
3 C -1.384 1.626 0.462  C2 1.522, H9 1.090, H10 1.093, H11 1.097
4 C 0.187 0.554 -1.184  C2 1.529, N5 1.474, H12 1.095, H13 1.092
5 N 0.444 -0.774 -1.770  C4 1.474, H14 1.018, H15 1.017
6 H 0.640 1.054 1.759  N1 1.013
7 H 0.147 -0.508 1.899  N1 1.023
8 H -1.121 -0.475 0.150  C2 1.087
9 H -2.170 1.748 -0.282  C3 1.090
10 H -1.845 1.582 1.452  C3 1.093
11 H -0.788 2.546 0.413  C3 1.097
12 H 1.104 1.136 -1.040  C4 1.095
13 H -0.430 1.132 -1.873  C4 1.092
14 H 1.147 -1.248 -1.208  N5 1.018
15 H 0.831 -0.673 -2.705  N5 1.017
16 H 2.003 3.614 -0.471  O18 0.976
17 H 1.446 5.018 -0.832  O18 0.958
18 O 1.325 4.082 -0.996  H16 0.976, H17 0.958
19 H -1.482 -4.598 1.597  O21 0.962
20 H -1.755 -3.523 0.522  O21 0.986
21 O -1.898 -3.740 1.474  H19 0.962, H20 0.986
22 H -0.685 -2.598 -1.294  O24 0.969
23 H -2.152 -2.711 -1.614  O24 0.971
24 O -1.440 -3.190 -1.160  H22 0.969, H23 0.971
25 H 3.234 1.834 0.506  O27 0.976
26 H 4.196 3.043 0.611  O27 0.964
27 O 3.262 2.809 0.558  H25 0.976, H26 0.964
28 H 2.261 -0.081 0.746  O30 0.994
29 H 3.140 -0.265 -0.523  O30 0.962
30 O 3.169 0.076 0.376  H28 0.994, H29 0.962
31 H -1.159 -2.502 2.523  O33 0.987
32 H -1.449 -1.610 3.768  O33 0.962
33 O -0.773 -1.815 3.116  H31 0.987, H32 0.962
34 H -3.278 -0.477 -1.699  O36 0.964
35 H -1.904 -0.666 -2.352  O36 0.967
36 O -2.806 -1.014 -2.345  H34 0.964, H35 0.967



[7]
Entry from the OMol25 dataset: a 10-piece molecular cluster, C3H24NO10S overall at a distorted geometry (ωB97M-V/def2-TZVPD).

Calculated values
E = -36300.8194 eV
ΔE to the lowest compared entry with this formula, charge and spin = 2.821 eV
HOMO level = -4.5 eV
M = 266.29 g mol⁻¹
Charge = -1

Bonds (Å) are listed after each position.
Element x y z (Å)
1 C -2.504 0.323 -1.156  C2 1.538, C4 1.540, H7 1.138, H8 1.068
2 C -3.179 -0.835 -0.404  C1 1.538, S3 1.960, H9 1.065, H10 1.130
3 S -1.670 -1.968 0.127  C2 1.960
4 C -0.972 0.190 -1.220  C1 1.540, N5 1.417, O6 1.254
5 N -0.358 -0.432 -2.335  C4 1.417, H11 0.959, H12 1.076
6 O -0.269 0.964 -0.527  C4 1.254
7 H -2.739 1.256 -0.547  C1 1.138
8 H -3.044 0.544 -2.051  C1 1.068
9 H -3.877 -1.308 -1.056  C2 1.065
10 H -3.644 -0.362 0.511  C2 1.130
11 H 0.601 -0.413 -2.365  N5 0.959
12 H -0.573 -1.486 -2.327  N5 1.076
13 H 2.355 2.732 -0.585  O15 0.949
14 H 1.015 2.086 -1.112  O15 1.040
15 O 2.053 2.045 -1.165  H13 0.949, H14 1.040
16 H -1.725 -0.252 3.270  O18 0.885
17 H -1.289 -1.308 2.337  O18 0.840
18 O -1.087 -0.784 2.962  H16 0.885, H17 0.840
19 H -1.406 2.412 0.237  O21 1.011
20 H -2.541 2.235 1.100  O21 0.984
21 O -2.328 2.815 0.335  H19 1.011, H20 0.984
22 H 1.381 2.264 2.276  O24 1.032
23 H 2.333 1.442 1.404  O24 0.988
24 O 2.202 2.386 1.663  H22 1.032, H23 0.988
25 H 3.300 0.491 -1.653  O27 1.006
26 H 3.423 -0.558 -0.758  O27 0.995
27 O 3.688 -0.436 -1.709  H25 1.006, H26 0.995
28 H 1.292 0.403 0.005  O30 0.951
29 H 2.027 -1.011 0.438  O30 1.022
30 O 2.074 0.009 0.377  H28 0.951, H29 1.022
31 H -0.709 0.943 2.359  O33 0.977
32 H -0.200 1.758 1.101  O33 0.940
33 O -0.621 1.820 1.939  H31 0.977, H32 0.940
34 H 1.077 -2.962 0.833  O36 0.940
35 H 1.457 -2.436 2.203  O36 1.102
36 O 1.843 -2.540 1.177  H34 0.940, H35 1.102
37 H 1.622 -3.086 -1.674  O39 0.909
38 H 0.111 -3.683 -1.839  O39 0.938
39 O 0.879 -3.257 -2.170  H37 0.909, H38 0.938



[8]
Entry from the OMol25 dataset: a 9-piece molecular cluster, C3H24NO9 overall at a distorted geometry (ωB97M-V/def2-TZVPD).

Calculated values
E = -23412.1474 eV
ΔE to the lowest compared entry with this formula, charge and spin = 0.804 eV
HOMO level = -13.6 eV
M = 218.22 g mol⁻¹
Charge = +1

Bonds (Å) are listed after each position.
Element x y z (Å)
1 C -1.496 0.888 -1.420  C2 1.498, N5 1.509, H6 1.100, H7 1.126
2 C -2.605 0.534 -0.477  C1 1.498, C3 1.497, H8 1.124, H9 1.171
3 C -2.553 -0.029 0.910  C2 1.497, O4 1.214, H10 1.106
4 O -1.603 -0.559 1.449  C3 1.214
5 N -0.040 1.045 -1.054  C1 1.509, H11 1.059, H12 1.023, H13 1.041
6 H -1.783 1.867 -1.835  C1 1.100
7 H -1.516 0.155 -2.274  C1 1.126
8 H -3.249 -0.239 -0.979  C2 1.124
9 H -3.146 1.537 -0.207  C2 1.171
10 H -3.501 0.106 1.462  C3 1.106
11 H 0.224 0.196 -0.479  N5 1.059
12 H 0.312 1.872 -0.566  N5 1.023
13 H 0.506 1.048 -1.940  N5 1.041
14 H 0.253 0.430 4.154  O16 0.970
15 H -0.697 -0.431 3.334  O16 0.953
16 O 0.207 -0.386 3.632  H14 0.970, H15 0.953
17 H 0.478 3.753 0.905  O19 0.987
18 H -1.001 3.970 1.280  O19 0.962
19 O -0.417 3.341 0.845  H17 0.987, H18 0.962
20 H 1.630 -2.536 1.881  O22 0.957
21 H 1.160 -1.271 2.221  O22 0.962
22 O 1.943 -1.635 1.796  H20 0.957, H21 0.962
23 H 3.679 -0.497 -1.009  O25 0.973
24 H 2.731 -0.750 0.244  O25 0.962
25 O 2.904 -0.181 -0.512  H23 0.973, H24 0.962
26 H -0.941 -2.253 -0.893  O28 0.964
27 H -2.002 -2.832 -1.833  O28 0.957
28 O -1.300 -2.184 -1.785  H26 0.964, H27 0.957
29 H 2.130 -0.481 -2.587  O31 0.952
30 H 1.721 0.152 -3.918  O31 0.952
31 O 1.427 -0.014 -3.028  H29 0.952, H30 0.952
32 H -0.928 -3.600 1.654  O34 0.957
33 H -0.206 -4.272 0.661  O34 1.010
34 O -0.840 -3.488 0.707  H32 0.957, H33 1.010
35 H 3.463 2.638 -0.417  O37 0.955
36 H 2.464 1.584 0.121  O37 0.961
37 O 2.592 2.522 -0.042  H35 0.955, H36 0.961